The following is a DFT calculation (ωB97M-V/def2-TZVPD) of a structure of composition C24H52AlINOP2.

Each line ends with the Mulliken charge.
Atoms and positions in Å:
I1 -3.8742 -2.1501 2.2251  -0.2809
P1 -3.0914 -1.4523 -0.0505  0.0152
P2 -3.8584 2.1161 0.6216  0.2762
Al1 -2.0042 0.6760 0.3759  -1.0603
O1 -1.7333 -2.4097 -0.2813  -0.2716
N1 -0.8338 -6.0679 5.6219  -0.3958
C1 5.7293 1.1619 -0.4941  -0.4094
C2 -4.6154 1.9082 2.3073  -0.4422
C3 -6.1424 1.7322 2.2778  -1.1419
C4 -3.0353 -5.3960 4.3965  -0.3408
C5 -2.0795 1.1173 -2.6027  -1.2004
C6 6.0522 3.3954 0.6642  -1.2927
C7 2.5640 -2.8458 0.8273  -0.8352
C8 4.3561 -0.7382 -1.5515  -0.8475
C9 1.2011 -1.1621 2.2681  -0.3502
C10 -0.6755 0.6324 1.9003  -0.8779
C11 -0.2683 -0.7433 2.5016  -0.3402
C12 5.3029 0.4364 -1.7819  -0.9951
C13 2.1790 -2.7285 -0.6484  -1.2128
C14 -3.2947 3.8904 0.5572  -0.8104
C15 -3.1585 4.3752 -0.8963  -0.9382
C16 -1.1468 1.1899 -1.3693  0.2557
C17 5.7369 2.6800 -0.6430  -0.4624
C18 1.9000 -1.3136 -1.1464  0.6080
C19 1.3825 -2.6131 1.7795  -0.5697
C20 -2.5353 -1.1643 -3.7155  -1.1771
C21 -1.6244 0.7472 -5.0586  -1.8870
C22 -1.6369 0.0928 -3.6769  1.7076
C23 -1.8008 -5.7612 5.0802  0.2862
C24 3.0311 -0.3180 -0.9101  0.0489
H1 6.7459 0.8460 -0.2404  0.3909
H2 -2.9297 -1.3378 -4.7211  0.3968
H3 -6.6445 2.6966 2.3824  0.3151
H4 1.6742 -1.3529 -2.2166  0.4632
H5 -3.1028 0.8673 -2.3013  0.3578
H6 4.8515 -1.4793 -0.9150  0.2181
H7 2.9427 -3.2060 -1.2719  0.4067
H8 4.8231 1.1521 -2.4589  0.4677
H9 -1.9941 -3.3421 -0.3144  0.2543
H10 -0.4383 -0.6963 3.5819  0.3099
H11 2.9359 -3.8650 0.9709  0.3993
H12 5.9452 4.4775 0.5720  0.3696
H13 -3.2903 -6.1616 3.6658  0.2509
H14 -0.8409 2.2310 -1.2034  0.3821
H15 -1.0365 1.2712 2.7131  0.5375
H16 -1.0239 1.6592 -5.0561  0.4445
H17 -0.6201 -0.2394 -3.4485  -0.2005
H18 0.4658 -2.9437 1.2826  0.1984
H19 -4.3711 2.7988 2.8958  0.4280
H20 1.6910 -0.4587 1.5908  -0.1909
H21 -0.9055 -1.5542 2.1472  -0.0430
H22 -3.3907 -1.0738 -3.0445  0.2584
H23 3.1646 -0.1580 0.1615  -0.1177
H24 1.2607 -3.3106 -0.7799  0.5408
H25 -3.8440 -5.3134 5.1209  0.2648
H26 4.1313 -1.2023 -2.5173  0.3921
H27 3.3994 -2.1829 1.0824  0.2715
H28 1.5135 -3.2538 2.6557  0.4839
H29 -2.6437 1.0287 -5.3388  0.3828
H30 -6.4880 1.0568 3.0641  0.3236
H31 7.0727 3.1824 0.9921  0.3064
H32 6.2018 0.0815 -2.2945  0.4140
H33 1.7427 -1.0814 3.2163  0.4803
H34 6.4687 2.9637 -1.4067  0.2924
H35 -2.3477 4.0565 1.0794  0.3845
H36 1.0035 -0.9570 -0.6366  -0.7756
H37 5.3730 3.0653 1.4536  0.3271
H38 0.2294 1.1195 1.5102  0.5140
H39 -2.1259 4.2998 -1.2421  0.2000
H40 5.0724 0.8938 0.3372  0.2374
H41 4.7575 2.9986 -1.0108  0.3639
H42 -4.0673 4.4748 1.0618  0.4009
H43 -1.9925 -2.0654 -3.4240  0.1510
H44 -1.2267 0.0750 -5.8238  0.4719
H45 -4.1534 1.0698 2.8328  0.2278
H46 -3.4833 5.4126 -1.0052  0.3961
H47 -2.1531 2.1023 -3.0767  0.1626
H48 2.7317 0.6530 -1.3226  0.4184
H49 -6.4530 1.3201 1.3165  0.3119
H50 -0.2487 0.5974 -1.5495  -0.4039
H51 -3.7621 3.7589 -1.5660  0.2546
H52 -2.9309 -4.4430 3.8788  -0.1507

Kohn-Sham gap: 6.3 eV
HOMO energy: -3.98 eV
E: -62547.7430 eV
ΔE to the lowest compared entry with this formula, charge and spin: 0.0 kcal/mol
LUMO: 2.33 eV
charge: -1



The following is a DFT calculation (ωB97M-V/def2-TZVPD) of a cluster of 2 separate species, C3H6N2O in total.

Each line ends with the Mulliken charge.
Atoms and positions in Å:
O1 -1.9976 1.2835 -2.0876  -0.6623
N1 -0.1399 0.2915 0.0540  0.0586
N2 1.4163 -1.2070 0.4595  -0.5853
C1 0.7276 -0.6083 -0.4733  -0.0807
C2 0.0112 0.2592 1.4156  -0.2485
C3 0.9380 -0.7531 1.6522  -0.4206
H1 -0.5680 0.8781 2.0713  0.3721
H2 1.3340 -1.0942 2.5905  0.3688
H3 -0.7495 0.9130 -0.4532  0.2010
H4 -1.4911 2.0603 -2.2621  0.3246
H5 -2.1980 0.8860 -2.9442  0.3156
H6 0.8052 -0.8176 -1.5242  0.3565

Kohn-Sham gap: 8.9 eV
HOMO energy: -8.52 eV
E: -8235.8598 eV
ΔE to the lowest compared entry with this formula, charge and spin: 19.3 kcal/mol
SMILES: c1c[nH]cn1.O
LUMO: 0.41 eV
charge: 0



The following is a DFT calculation (ωB97M-V/def2-TZVPD) of a cluster of 14 separate species, C18H62IO22 in total.

Each line ends with the Mulliken charge.
Atoms and positions in Å:
I1 -0.2350 0.1612 -0.4531  -0.7020
O1 -2.9552 -5.7819 1.0321  -0.5278
O2 1.0853 -4.7779 -1.8061  -0.5765
O3 -0.6865 2.6746 4.2555  -0.3993
O4 3.4894 -3.3573 -2.5769  -0.6708
O5 -1.5560 4.3491 -5.3637  -0.5455
O6 -1.0537 -2.7822 1.5330  0.2918
O7 2.3164 -1.1287 -3.0909  -0.3501
O8 0.9696 2.4754 -4.7694  -0.2968
O9 -5.3346 -2.7080 4.0907  -0.4875
O10 -3.9598 0.6790 -0.0208  -0.6870
O11 -4.9591 0.1916 2.4834  -0.5636
O12 -0.2701 0.1423 -4.1432  -0.5459
O13 1.4461 0.4792 4.4310  -0.6572
O14 2.2627 3.0438 -1.5342  -0.6166
O15 -0.3053 3.4150 1.4939  -0.6015
O16 -0.5274 -2.5748 4.0997  -0.4609
O17 5.5270 -0.3852 0.6381  -0.5425
O18 5.2801 -0.2918 -3.8241  -0.5701
O19 -0.9124 4.4604 -2.2440  -0.5621
O20 2.8381 0.8942 2.0030  -0.5979
O21 -2.0603 5.0451 3.3070  -0.4796
O22 -2.0756 -2.3730 -5.4982  -0.5733
C1 -1.6299 -0.0590 -4.5762  -0.5204
C2 0.2408 -0.3067 4.3610  0.1130
C3 -0.1861 4.4628 -5.5276  -0.4514
C4 -1.6698 -3.8326 0.8593  -0.1995
C5 -1.7384 4.7358 4.6185  -0.6413
C6 3.1076 0.0645 -2.9090  1.2542
C7 -2.4279 -4.7775 1.7888  -0.2475
C8 3.1830 -0.3588 1.3745  1.1321
C9 -4.3730 -0.4272 3.6775  0.3402
C10 0.6127 -1.8331 4.4706  -0.1982
C11 1.6949 -3.6969 -1.1495  0.3901
C12 4.6337 -1.0062 1.6101  -0.5735
C13 4.6275 -0.1241 -2.6007  -0.7754
C14 0.5088 3.1201 -5.9150  -0.4421
C15 -2.0038 -1.5328 -4.3812  -0.1306
C16 3.1638 -3.7011 -1.2194  0.2595
C17 -0.3673 3.9432 4.6966  -0.4081
C18 -5.2569 -1.3611 4.6161  -0.4270
H1 0.2791 4.9433 -4.6669  0.2127
H2 3.6459 -2.9342 -0.6131  -0.4714
H3 0.1576 2.2886 4.0103  0.2114
H4 2.6743 0.7021 -2.1385  -1.1209
H5 -1.2508 -2.3020 -5.9842  0.3171
H6 -4.3737 0.2338 1.7236  0.3620
H7 2.9084 0.5963 -3.8394  0.5984
H8 -0.5181 -2.5755 3.1398  0.3045
H9 0.9126 -4.4350 -2.6859  0.3558
H10 -0.2033 2.5850 -6.5431  0.2665
H11 5.0563 0.7727 -2.1535  0.3948
H12 -2.3788 0.5961 -4.1311  0.3937
H13 -4.2957 1.4451 -0.4860  0.2788
H14 -3.8213 0.2707 4.3073  0.1629
H15 4.6999 -0.9519 -1.8953  0.3140
H16 -6.3021 -1.0530 4.6443  0.3311
H17 0.3405 4.4123 4.0132  0.3269
H18 -1.0203 -2.0172 0.9539  -0.4602
H19 -0.4394 0.1296 5.0926  0.3717
H20 6.2229 -0.1824 -3.6801  0.3290
H21 -4.7988 -1.2675 5.6007  0.2406
H22 3.3183 -2.4225 -2.7133  0.2820
H23 1.3727 -3.7076 -0.1082  0.1047
H24 1.1025 -2.2140 5.3667  0.2718
H25 -3.5040 -1.0081 3.3683  -0.1582
H26 -0.0587 3.9497 5.7420  0.4039
H27 1.2033 -2.7520 -1.3810  -0.1617
H28 2.8771 2.7370 -2.2010  0.3634
H29 -0.8405 3.2892 2.2775  0.3695
H30 -0.7326 3.8523 -1.5270  0.2939
H31 -1.3675 5.6496 3.0308  0.3042
H32 -0.2445 0.2051 -3.1856  -0.0826
H33 -1.6371 5.7251 5.0648  0.3557
H34 -1.7447 -5.0682 2.5869  0.2126
H35 -3.7130 -6.1032 1.5262  0.3313
H36 -0.0162 5.0791 -6.4104  0.3966
H37 -1.7057 0.2364 -5.6226  0.3039
H38 1.3410 -1.9549 3.6689  -0.0406
H39 2.9613 -0.3213 0.3080  -0.2747
H40 2.4435 -1.0955 1.6885  -0.2511
H41 -2.5676 4.2284 5.1115  0.3010
H42 0.3322 1.8047 -4.5136  0.3285
H43 5.4694 0.5727 0.6664  0.3164
H44 -1.7402 4.8767 -2.0038  0.2781
H45 -6.2438 -2.9930 4.2078  0.2933
H46 -3.0363 0.8778 0.1337  0.2415
H47 -3.0397 -1.5150 -4.0425  0.2766
H48 -0.9340 -4.4774 0.3788  0.0866
H49 -3.2156 -4.1591 2.2191  0.0740
H50 1.9620 0.1361 3.6977  0.2546
H51 1.4371 -0.8993 -3.4006  0.1385
H52 1.3901 3.4575 -6.4605  0.3535
H53 -2.3217 -3.2990 0.1676  0.3882
H54 4.5489 -2.0572 1.3339  0.3006
H55 -1.4015 -1.9489 -3.5737  0.1290
H56 3.6549 -4.6049 -0.8588  0.3993
H57 5.0870 -0.8533 2.5895  0.3291
H58 -0.5107 2.6622 0.9395  0.1454
H59 2.1586 1.3497 1.5006  0.2956
H60 -0.3066 0.0329 3.4818  0.0460
H61 1.9524 2.2449 -1.1079  0.1959
H62 -1.6685 4.0718 -4.4515  0.3330

Kohn-Sham gap: 8.7 eV
HOMO energy: -6.56 eV
E: -72814.6394 eV
LUMO: 2.14 eV
charge: -1